A) Below is 2 unconnected molecules or ions with the total composition C5H13N2O, with properties calculated with the ωB97M-V functional and the def2-TZVPD basis.

Last column: natural (NBO) charge in e.
Element x y z (Å)
C: 1.742 0.975 1.689  0.520
N: 1.493 1.423 0.370  -0.693
C: 0.446 2.431 0.141  -0.441
O: 0.938 1.019 2.610  -0.538
H: 2.823 0.582 1.781  0.135
H: 2.380 1.687 -0.028  0.400
H: -0.502 2.044 0.563  0.218
H: 0.325 2.505 -0.952  0.207
H: 0.710 3.417 0.605  0.235
C: -1.975 -0.594 -0.183  -0.691
C: -0.975 -1.630 -0.570  0.152
C: -0.835 -2.961 -0.512  -0.361
N: 0.264 -0.856 -1.056  -0.746
H: -2.924 -1.063 0.114  0.273
H: -1.631 -0.013 0.690  0.249
H: -2.209 0.101 -1.019  0.238
H: 0.044 -3.524 -0.759  0.228
H: -1.621 -3.582 -0.028  0.253
H: 0.417 -0.042 -0.369  0.476
H: -0.006 -0.459 -1.979  0.439
H: 1.097 -1.461 -1.108  0.446

Values from the calculation:
E_HOMO: -13.84 eV
Kohn-Sham gap: 0.386 Eh
Net charge: +1

=====

B) Below is a molecular structure, C5H13N2O, with properties calculated with the ωB97M-V functional and the def2-TZVPD basis.

Last column: natural (NBO) charge in e.
Element x y z (Å)
N: 3.119 0.500 0.819  -0.982
C: -1.994 -0.517 0.452  -0.233
C: -3.009 0.343 0.938  -0.281
C: -0.999 0.396 -0.460  0.257
N: 0.183 -0.486 -0.643  -0.189
C: 0.932 -0.713 0.530  -0.153
C: 1.068 -0.178 -1.749  -0.455
O: -1.734 0.455 -1.555  -0.794
H: 3.217 0.623 1.804  0.376
H: 3.992 0.823 0.430  0.424
H: -0.688 1.378 0.117  0.153
H: -1.761 -1.613 0.530  0.290
H: -3.591 0.030 1.847  0.257
H: -3.067 -0.386 -0.205  0.422
H: -3.522 1.221 0.537  0.296
H: 1.915 0.078 0.518  0.307
H: 1.517 -1.629 0.567  0.282
H: 0.507 -0.374 1.500  0.249
H: 1.340 0.907 -1.736  0.255
H: 0.524 -0.319 -2.690  0.283
H: 2.050 -0.541 -1.552  0.237

Values from the calculation:
E_HOMO: -12.38 eV
Kohn-Sham gap: 0.194 Eh
Net charge: +1

=====

Which structure loses on stability? B) does.

=====

A) Below is 2 unconnected molecules or ions with the total composition C5H13N2O, with properties calculated with the ωB97M-V functional and the def2-TZVPD basis.

Last column: natural (NBO) charge in e.
Element x y z (Å)
C: -0.889 1.100 0.496  -0.098
C: -0.446 -0.035 -0.459  0.040
C: -1.971 2.168 0.227  -0.651
C: 2.627 -1.724 -0.469  -0.745
C: 1.726 -1.472 0.733  0.442
N: -0.783 0.113 -1.812  -0.880
N: -1.621 -0.231 0.558  -0.629
O: 1.781 -0.392 1.502  -0.617
H: -0.207 1.389 1.374  0.221
H: -2.788 2.138 1.079  0.235
H: -2.519 1.945 -0.686  0.220
H: -1.594 3.186 0.229  0.245
H: 3.080 -0.940 -1.143  0.284
H: 2.241 -2.511 -1.082  0.267
H: 3.620 -2.118 0.014  0.274
H: 0.959 -2.200 1.178  0.236
H: -0.633 -0.589 -2.452  0.392
H: -1.016 1.077 -2.208  0.389
H: -1.339 -0.956 1.347  0.421
H: -2.588 -0.314 0.253  0.425
H: 2.359 0.366 1.320  0.527

Values from the calculation:
E_HOMO (alpha / beta): -11.18 / -11.12 eV
Kohn-Sham gap (alpha / beta): 0.247 / 0.243 Eh
Net charge: +1

=====

B) Below is a molecular structure, C5H13N2O, with properties calculated with the ωB97M-V functional and the def2-TZVPD basis.

Last column: natural (NBO) charge in e.
Element x y z (Å)
C: -0.827 0.607 0.771  -0.307
C: -0.582 -0.806 0.065  -0.308
C: 0.853 -1.097 -0.539  -0.439
C: 2.080 -0.760 0.186  -0.288
N: 1.982 1.689 -0.421  -0.749
C: 2.622 0.507 0.035  0.095
N: -2.137 0.682 1.102  -0.178
H: -0.138 0.685 1.628  0.233
H: -0.611 1.419 0.062  0.289
H: -0.909 -1.611 0.723  0.238
H: -1.232 -0.726 -0.806  0.270
H: 0.695 -2.144 -0.813  0.296
H: 2.350 -1.216 1.133  0.258
H: 3.709 0.615 0.058  0.221
H: 1.844 0.888 -1.114  0.394
H: -2.289 0.453 2.094  0.370
H: -3.092 -0.084 0.025  0.448
H: 2.601 2.287 -0.970  0.393
H: -4.310 -0.237 -0.941  0.490
H: 0.810 -0.592 -1.510  0.218
O: -3.419 -0.558 -0.767  -0.944

Values from the calculation:
E_HOMO: -12.71 eV
Kohn-Sham gap: 0.161 Eh
Net charge: +1

=====

Which structure loses on stability? B) does.

=====

A) Below is 2 unconnected molecules or ions with the total composition C5H13N2O, with properties calculated with the ωB97M-V functional and the def2-TZVPD basis.

Last column: natural (NBO) charge in e.
Element x y z (Å)
C: 2.806 -1.620 1.095  -0.673
C: 2.294 -0.224 0.686  0.134
C: 2.959 0.884 0.336  -0.352
N: 0.804 -0.165 0.592  -0.692
H: 3.880 -1.732 0.778  0.264
H: 2.767 -1.671 2.180  0.248
H: 2.281 -2.394 0.498  0.235
H: 2.427 1.750 -0.065  0.217
H: 4.054 0.940 0.199  0.251
H: 0.409 -0.973 0.097  0.456
H: 0.477 0.653 0.096  0.470
H: 0.348 -0.156 1.496  0.429
C: -1.985 0.754 -1.907  0.544
N: -3.124 0.870 -1.193  -0.579
C: -3.375 0.203 0.072  -0.415
O: -0.922 0.286 -1.449  -0.740
H: -2.037 1.150 -2.931  0.150
H: -3.855 1.346 -1.710  0.413
H: -3.202 -0.896 -0.040  0.211
H: -4.363 0.468 0.418  0.235
H: -2.645 0.526 0.751  0.191

Values from the calculation:
E_HOMO: -13.54 eV
Kohn-Sham gap: 0.387 Eh
Net charge: +1

=====

B) Below is 2 unconnected molecules or ions with the total composition C5H13N2O, with properties calculated with the ωB97M-V functional and the def2-TZVPD basis.

Last column: natural (NBO) charge in e.
Element x y z (Å)
C: -1.255 -0.839 -0.667  -0.234
C: -0.027 0.072 -0.493  -0.433
C: 1.090 -0.165 0.374  0.063
C: 2.347 -0.270 0.020  -0.371
C: 1.144 0.069 2.758  0.027
N: 0.498 -0.127 1.656  -0.515
N: -2.040 -1.275 0.483  -0.703
H: -1.977 -0.095 -1.242  0.249
H: -1.075 -1.708 -1.267  0.229
H: -0.436 1.140 -0.302  0.237
H: 0.494 -0.006 -1.622  0.254
H: 2.709 -0.142 -1.039  0.226
H: 3.086 -0.832 0.638  0.227
H: 2.171 0.336 2.929  0.176
H: 0.579 0.298 3.646  0.179
H: -2.824 -1.760 0.078  0.445
H: -1.443 -1.919 1.166  0.464
H: -2.300 -0.481 1.238  0.476
H: -1.287 2.079 -3.889  0.526
H: -0.135 2.607 -2.669  0.518
O: -0.820 2.137 -3.074  -1.040

Values from the calculation:
E_HOMO: -12.86 eV
Kohn-Sham gap: 0.344 Eh
Net charge: +1

=====

Which structure loses on stability? B) does.